Record 1
Entry from the Open Molecules 2025 dataset: an isolated ion of composition C6H11ClP and charge +1 at a distorted geometry (ωB97M-V/def2-TZVPD).

CARTESIAN COORDINATES (ANGSTROEM)
C (1.458, -0.665, 1.499)
C (0.481, 0.208, 1.505)
C (2.056, -1.119, 0.263)
C (0.207, 0.926, 0.222)
C (-1.267, 1.385, 0.060)
C (-0.581, -0.833, -2.106)
P (0.750, -0.138, -1.110)
Cl (1.651, 0.965, -2.418)
H (1.971, -1.147, 2.353)
H (-0.040, 0.357, 2.355)
H (3.153, -0.953, -0.121)
H (1.894, -2.225, 0.246)
H (0.854, 1.893, 0.270)
H (-1.754, 0.970, 0.932)
H (-1.841, 1.005, -0.803)
H (-1.371, 2.527, 0.182)
H (-0.920, -1.889, -1.764)
H (-0.453, -0.724, -3.200)
H (-1.466, -0.263, -1.820)

Properties
Lowest unoccupied orbital energy ... -3.6 eV
HOMO-LUMO gap ... 10.323 eV
Total energy ... -1036.46209 a.u.
HOMO energy ... -0.512 Eh
Total charge ... +1

Record 2
Entry from the Open Molecules 2025 dataset: a 3-piece molecular cluster, C20H49F7N7O9P2S3Si overall at a distorted geometry (ωB97M-V/def2-TZVPD).

CARTESIAN COORDINATES (ANGSTROEM)
C (6.094, 1.593, 0.057)
Si (4.441, 0.680, 0.428)
C (4.714, -1.176, -0.157)
C (4.208, 0.593, 2.339)
O (3.047, 1.259, -0.469)
C (2.911, 2.723, -0.419)
C (1.748, 3.280, 0.596)
S (0.228, 3.989, -0.319)
O (0.635, 4.783, -1.612)
O (-0.509, 4.999, 0.591)
N (-0.711, 2.605, -0.814)
S (-2.415, 2.796, -0.491)
O (-2.782, 3.025, 0.997)
O (-3.100, 3.836, -1.431)
S (-3.310, 0.909, -1.004)
O (-2.579, 0.429, -2.318)
O (-4.803, 1.053, -1.383)
C (-2.943, -0.398, 0.291)
F (-2.821, -1.702, -0.405)
F (-1.571, -0.072, 0.834)
C (-3.950, -0.395, 1.585)
F (-5.394, -0.242, 1.246)
F (-3.481, 0.608, 2.612)
C (-3.838, -1.869, 2.367)
F (-4.620, -2.887, 1.595)
F (-2.410, -2.278, 2.592)
F (-4.557, -1.740, 3.688)
H (5.993, 2.721, -0.239)
H (6.718, 1.042, -0.771)
H (6.723, 1.577, 1.070)
H (5.873, -1.301, -0.398)
H (4.171, -1.287, -1.213)
H (4.330, -1.958, 0.625)
H (3.092, 0.400, 2.689)
H (4.714, 1.508, 2.897)
H (4.814, -0.365, 2.713)
H (3.894, 3.306, -0.172)
H (2.598, 3.065, -1.520)
H (2.190, 4.176, 1.243)
H (1.327, 2.407, 1.282)
O (9.606, 2.345, -3.473)
P (9.218, 2.444, -4.969)
N (7.585, 2.475, -4.571)
C (6.475, 1.607, -4.879)
C (7.097, 3.733, -4.004)
N (9.915, 0.930, -5.344)
C (9.222, -0.344, -5.407)
C (11.227, 0.694, -4.724)
N (8.773, 2.558, -6.688)
C (8.880, 3.933, -7.179)
C (7.851, 1.812, -7.516)
H (5.831, 2.048, -5.646)
H (5.851, 1.437, -3.995)
H (6.765, 0.617, -5.222)
H (6.822, 4.433, -4.798)
H (7.861, 4.213, -3.383)
H (6.228, 3.585, -3.354)
H (8.419, -0.424, -4.672)
H (9.884, -1.198, -5.218)
H (8.846, -0.532, -6.415)
H (11.130, 0.321, -3.700)
H (11.823, 1.619, -4.693)
H (11.814, -0.033, -5.303)
H (7.961, 4.491, -6.980)
H (9.075, 3.957, -8.259)
H (9.711, 4.457, -6.693)
H (6.896, 2.338, -7.638)
H (7.620, 0.813, -7.162)
H (8.280, 1.679, -8.515)
O (-11.807, -3.216, 5.363)
P (-10.402, -2.858, 4.820)
N (-10.222, -4.407, 4.192)
C (-9.281, -5.472, 4.442)
C (-10.996, -4.694, 2.984)
N (-9.775, -2.556, 6.380)
C (-9.046, -3.496, 7.212)
C (-10.671, -1.787, 7.256)
N (-8.786, -2.447, 4.196)
C (-8.871, -1.730, 2.922)
C (-7.496, -3.089, 4.313)
H (-8.549, -5.550, 3.632)
H (-9.791, -6.440, 4.508)
H (-8.731, -5.372, 5.374)
H (-10.452, -4.369, 2.092)
H (-11.960, -4.175, 2.997)
H (-11.226, -5.759, 2.882)
H (-9.397, -4.523, 7.094)
H (-9.134, -3.274, 8.282)
H (-7.973, -3.430, 7.025)
H (-11.406, -2.430, 7.749)
H (-11.218, -1.018, 6.689)
H (-10.103, -1.253, 8.032)
H (-8.936, -2.430, 2.084)
H (-7.997, -1.084, 2.769)
H (-9.755, -1.082, 2.898)
H (-7.256, -3.687, 3.425)
H (-7.381, -3.738, 5.173)
H (-6.715, -2.327, 4.413)

Properties
Lowest unoccupied orbital energy ... -0.5 eV
HOMO-LUMO gap ... 5.449 eV
Total energy ... -4717.09490 a.u.
HOMO energy ... -0.218 Eh
Total charge ... -1
Energy relative to the best compared isomer or geometry (same formula, charge and spin) ... 14.7754 eV

Record 3
Entry from the Open Molecules 2025 dataset: C16H40B2Cs2O8S4 as an isolated structure at a distorted geometry (ωB97M-V/def2-TZVPD).

CARTESIAN COORDINATES (ANGSTROEM)
Cs (-15.795, -17.308, -4.151)
Cs (-12.529, -17.104, -3.049)
B (-13.769, -17.193, -5.145)
H (-12.967, -17.478, -5.808)
H (-14.672, -16.915, -5.667)
H (-14.008, -18.027, -4.504)
H (-13.441, -16.282, -4.669)
B (-14.600, -17.339, -2.046)
H (-15.615, -16.994, -2.166)
H (-14.280, -17.983, -2.852)
H (-13.981, -16.461, -1.946)
H (-14.568, -17.877, -1.112)
C (-14.637, -15.579, 0.173)
C (-13.984, -16.527, 1.249)
C (-12.645, -17.063, 0.576)
S (-11.996, -15.430, -0.142)
O (-11.543, -15.738, -1.539)
O (-11.084, -14.867, 0.834)
C (-13.595, -14.473, -0.089)
H (-15.617, -15.145, 0.367)
H (-14.765, -16.212, -0.705)
H (-14.646, -17.327, 1.581)
H (-13.761, -15.908, 2.118)
H (-12.847, -17.703, -0.283)
H (-11.893, -17.519, 1.220)
H (-13.611, -13.890, -1.009)
H (-13.516, -13.790, 0.757)
C (-16.795, -17.575, 0.723)
C (-17.078, -19.035, 0.560)
C (-18.301, -19.147, -0.331)
S (-17.876, -18.119, -1.736)
O (-19.041, -17.310, -2.143)
O (-17.237, -18.948, -2.756)
C (-16.602, -17.131, -0.741)
H (-15.868, -17.275, 1.210)
H (-17.502, -17.100, 1.404)
H (-17.259, -19.482, 1.537)
H (-16.231, -19.550, 0.107)
H (-19.126, -18.535, 0.035)
H (-18.722, -20.085, -0.692)
H (-16.550, -16.103, -1.099)
H (-15.595, -17.453, -1.004)
C (-15.630, -20.663, -1.777)
C (-14.084, -20.522, -2.043)
C (-13.859, -19.896, -3.449)
S (-15.353, -20.234, -4.483)
O (-14.862, -21.250, -5.415)
O (-15.982, -18.989, -5.007)
C (-16.355, -20.942, -3.135)
H (-16.069, -19.855, -1.192)
H (-15.781, -21.493, -1.086)
H (-13.588, -21.493, -2.049)
H (-13.720, -19.877, -1.243)
H (-13.088, -20.270, -4.122)
H (-13.702, -18.818, -3.500)
H (-16.741, -21.960, -3.199)
H (-17.247, -20.321, -3.214)
C (-14.697, -14.887, -3.632)
C (-16.007, -14.816, -2.860)
C (-15.818, -13.804, -1.679)
S (-14.710, -12.463, -2.281)
O (-13.401, -12.407, -1.610)
O (-15.561, -11.258, -2.401)
C (-14.350, -13.364, -3.927)
H (-14.658, -15.579, -4.472)
H (-13.979, -15.299, -2.922)
H (-16.404, -15.801, -2.614)
H (-16.664, -14.272, -3.539)
H (-15.209, -14.394, -0.994)
H (-16.645, -13.464, -1.056)
H (-13.337, -13.094, -4.224)
H (-14.965, -12.865, -4.676)

Properties
Lowest unoccupied orbital energy ... -0.3 eV
HOMO-LUMO gap ... 7.249 eV
Total energy ... -2916.90880 a.u.
HOMO energy ... -0.276 Eh
Total charge ... 0
Energy relative to the best compared isomer or geometry (same formula, charge and spin) ... 32.8031 eV

Record 4
Entry from the Open Molecules 2025 dataset: C30H22Br2N6OSTl as an isolated structure (ωB97M-V/def2-TZVPD).

CARTESIAN COORDINATES (ANGSTROEM)
Tl (1.117, -0.411, -1.397)
C (-0.183, -2.235, 2.919)
C (0.598, -1.739, 1.863)
N (0.285, -0.662, 1.182)
C (-0.814, 0.046, 1.535)
C (-1.642, -0.345, 2.623)
C (-1.302, -1.544, 3.288)
C (-2.737, 0.455, 3.009)
C (-2.971, 1.634, 2.346)
C (-2.183, 2.037, 1.267)
C (-1.121, 1.253, 0.789)
N (-0.297, 1.574, -0.221)
C (-0.541, 2.508, -1.169)
C (-1.794, 2.824, -1.702)
C (-1.941, 3.726, -2.758)
C (-0.865, 4.371, -3.314)
C (0.429, 4.092, -2.828)
C (1.590, 4.698, -3.358)
C (2.821, 4.367, -2.867)
C (2.895, 3.415, -1.836)
N (1.842, 2.837, -1.313)
C (0.608, 3.156, -1.773)
H (0.106, -3.152, 3.416)
H (1.492, -2.265, 1.545)
H (-1.935, -1.895, 4.096)
H (-3.363, 0.137, 3.835)
H (-3.792, 2.270, 2.659)
H (-2.373, 2.990, 0.791)
H (-2.671, 2.322, -1.315)
H (-2.932, 3.915, -3.155)
H (-0.994, 5.076, -4.126)
H (1.481, 5.415, -4.164)
H (3.723, 4.822, -3.254)
H (3.859, 3.105, -1.444)
Br (2.160, -5.884, -0.301)
C (0.430, -5.159, -0.615)
C (-0.654, -6.021, -0.677)
C (-1.917, -5.518, -0.869)
Br (-3.382, -6.747, -0.959)
C (-2.138, -4.133, -0.995)
C (-3.406, -3.537, -1.172)
C (-3.514, -2.179, -1.293)
C (-2.348, -1.401, -1.247)
N (-1.155, -1.922, -1.092)
C (-1.014, -3.257, -0.958)
C (0.351, -3.754, -0.782)
O (1.354, -2.996, -0.773)
H (-0.495, -7.086, -0.578)
H (-4.285, -4.166, -1.210)
H (-4.476, -1.705, -1.436)
H (-2.395, -0.319, -1.342)
S (4.393, -0.232, -0.928)
C (3.840, 0.250, 0.564)
N (3.018, 1.274, 0.823)
C (2.735, 1.425, 2.240)
C (3.460, 0.220, 2.870)
N (4.236, -0.298, 1.748)
H (2.539, 1.805, 0.087)
H (1.662, 1.408, 2.431)
H (3.136, 2.373, 2.611)
H (2.754, -0.520, 3.254)
H (4.123, 0.517, 3.684)
H (4.597, -1.235, 1.742)

Properties
Lowest unoccupied orbital energy ... 2.5 eV
HOMO-LUMO gap ... 6.456 eV
Total energy ... -7279.06974 a.u.
HOMO energy ... -0.144 Eh
Total charge ... -1

Record 5
Entry from the Open Molecules 2025 dataset: a 12-piece molecular cluster, CH23O14 overall at a distorted geometry (ωB97M-V/def2-TZVPD).

CARTESIAN COORDINATES (ANGSTROEM)
C (-30.970, -14.106, 9.569)
O (-30.214, -14.261, 8.582)
O (-31.557, -15.271, 9.996)
O (-31.155, -13.046, 10.157)
H (-31.031, -16.049, 9.732)
O (-30.860, -9.778, 9.988)
H (-30.436, -8.946, 9.689)
H (-30.159, -10.431, 9.824)
O (-27.706, -12.806, 7.847)
H (-28.061, -12.415, 8.632)
H (-28.259, -12.667, 7.091)
O (-32.501, -11.137, 11.486)
H (-32.175, -11.969, 11.151)
H (-31.964, -11.031, 12.271)
O (-28.022, -15.249, 9.570)
H (-28.754, -14.795, 9.196)
H (-28.371, -16.087, 9.193)
O (-31.084, -14.523, 5.741)
H (-30.863, -15.006, 6.542)
H (-30.476, -13.828, 5.822)
O (-29.895, -14.335, 12.565)
H (-30.356, -13.703, 13.101)
H (-30.428, -14.331, 11.779)
O (-28.971, -17.000, 11.702)
H (-28.384, -16.259, 11.592)
H (-29.599, -16.485, 12.223)
O (-28.947, -17.725, 9.167)
H (-29.006, -18.636, 8.917)
H (-29.216, -17.717, 10.101)
O (-28.705, -11.865, 10.361)
H (-28.259, -12.132, 11.238)
H (-29.475, -12.448, 10.298)
O (-28.173, -15.524, 6.703)
H (-27.440, -15.881, 7.234)
H (-28.661, -15.150, 7.386)
O (-31.312, -11.725, 7.621)
H (-30.949, -12.389, 8.248)
H (-30.571, -11.112, 7.539)

Properties
Lowest unoccupied orbital energy ... 2.6 eV
HOMO-LUMO gap ... 9.690 eV
Total energy ... -1105.36938 a.u.
HOMO energy ... -0.260 Eh
Total charge ... -1
Energy relative to the best compared isomer or geometry (same formula, charge and spin) ... 2.3164 eV

Record 6
Entry from the Open Molecules 2025 dataset: a 2-piece molecular cluster, CH3I3P overall at a distorted geometry (ωB97M-V/def2-TZVPD).

CARTESIAN COORDINATES (ANGSTROEM)
C (0.013, 0.270, -0.292)
P (-0.268, 0.803, -2.076)
I (-4.326, 0.573, -2.158)
I (0.139, 3.128, -1.808)
I (1.560, -0.234, -3.442)
H (-0.906, 0.882, 0.134)
H (0.923, 0.595, 0.011)
H (-0.051, -0.849, -0.008)

Properties
Lowest unoccupied orbital energy (alpha / beta) ... -9.0 / -9.0 eV
HOMO-LUMO gap (alpha / beta) ... 3.940 / 3.820 eV
Total energy ... -1273.97558 a.u.
HOMO energy (alpha / beta) ... -0.474 / -0.472 Eh
Total charge ... +1
Energy relative to the best compared isomer or geometry (same formula, charge and spin) ... 3.4041 eV

Record 7
Entry from the Open Molecules 2025 dataset: C31H39CoN3O as an isolated structure at a distorted geometry (ωB97M-V/def2-TZVPD).

CARTESIAN COORDINATES (ANGSTROEM)
Co (-0.081, 0.096, 0.176)
N (1.481, 2.314, 3.341)
N (-3.332, 1.603, 0.421)
C (0.335, -1.577, -0.974)
C (0.183, -1.894, 0.427)
C (1.261, -1.252, 1.127)
C (1.540, -1.387, 2.579)
H (0.729, -1.829, 3.159)
H (1.430, -0.061, 3.094)
H (2.562, -1.654, 2.876)
C (1.980, -0.438, 0.202)
C (3.096, 0.468, 0.574)
H (3.987, -0.112, 0.844)
H (2.862, 1.092, 1.445)
H (3.390, 1.142, -0.239)
C (1.460, -0.701, -1.112)
C (2.072, -0.248, -2.384)
H (2.503, 0.758, -2.294)
H (1.333, -0.225, -3.193)
H (2.889, -0.919, -2.697)
C (-0.699, -2.947, 1.007)
H (-0.159, -3.898, 1.126)
H (-1.573, -3.143, 0.376)
H (-1.069, -2.661, 1.998)
C (-0.251, -2.364, -2.091)
H (-0.337, -1.748, -2.992)
H (-1.252, -2.730, -1.845)
H (0.365, -3.242, -2.352)
C (1.619, 3.546, 3.726)
H (2.464, 3.629, 4.374)
C (0.774, 4.547, 3.300)
H (0.988, 5.551, 3.648)
C (-0.311, 4.198, 2.480)
H (-1.002, 5.015, 2.206)
C (-0.472, 2.881, 2.035)
H (-1.402, 2.600, 1.458)
C (0.631, 1.957, 2.431)
C (0.631, 0.460, 2.388)
H (-0.326, 0.146, 2.418)
C (-2.560, 0.592, -0.106)
C (-4.285, 0.780, 1.002)
H (-4.773, 0.816, 2.037)
C (-4.665, -0.126, 0.000)
H (-5.686, -0.477, -0.344)
N (-3.503, -0.280, -0.777)
C (-3.388, -1.003, -1.998)
C (-4.123, -2.197, -1.999)
C (-4.308, -2.868, -3.205)
H (-4.853, -3.819, -3.211)
C (-3.785, -2.345, -4.393)
C (-4.013, -3.088, -5.689)
H (-3.152, -2.941, -6.366)
H (-4.924, -2.716, -6.199)
H (-4.148, -4.166, -5.480)
C (-3.099, -1.118, -4.401)
H (-2.716, -0.721, -5.352)
C (-2.910, -0.410, -3.202)
C (-2.247, 0.922, -3.199)
H (-2.896, 1.693, -2.772)
H (-1.973, 1.234, -4.214)
H (-1.337, 0.916, -2.591)
C (-4.629, -2.750, -0.721)
H (-5.445, -2.176, -0.279)
H (-3.844, -2.827, 0.035)
H (-5.025, -3.750, -0.881)
C (0.156, 3.609, -2.356)
C (0.520, 2.828, -1.160)
C (1.623, 3.367, -0.343)
O (-0.153, 1.806, -0.855)
H (-0.242, 4.580, -2.034)
H (-0.581, 3.096, -2.977)
H (1.061, 3.815, -2.937)
H (1.775, 2.849, 0.606)
H (2.563, 3.345, -0.916)
H (1.421, 4.424, -0.117)

Properties
Lowest unoccupied orbital energy (alpha / beta) ... 4.5 / 4.5 eV
HOMO-LUMO gap (alpha / beta) ... 2.622 / 3.468 eV
Total energy ... -2826.45630 a.u.
HOMO energy (alpha / beta) ... 0.068 / 0.037 Eh
⟨S²⟩ ... 3.848
Total charge ... -2
Multiplicity ... 4

Record 8
Entry from the Open Molecules 2025 dataset: C18H21CsN7S2 as an isolated structure (ωB97M-V/def2-TZVPD).

CARTESIAN COORDINATES (ANGSTROEM)
Cs (0.375, -0.115, 0.015)
C (-1.508, -3.154, 4.055)
C (-1.346, -2.374, 2.757)
S (-0.340, -0.908, 2.901)
C (-1.997, -2.815, 1.659)
C (-2.803, -4.104, 1.776)
S (-2.034, -2.054, 0.046)
H (-0.812, -2.777, 4.803)
H (-1.327, -4.227, 3.926)
H (-2.522, -3.055, 4.464)
H (-3.544, -4.062, 2.584)
H (-2.167, -4.974, 1.985)
H (-3.331, -4.293, 0.843)
N (-3.032, 3.851, -1.752)
C (-1.994, 4.742, -1.593)
C (-0.919, 3.979, -1.256)
N (-1.271, 2.647, -1.204)
C (-2.541, 2.610, -1.505)
H (-3.985, 4.075, -1.972)
H (-2.123, 5.803, -1.716)
H (0.081, 4.308, -1.028)
H (-3.153, 1.721, -1.520)
C (4.348, -1.684, -0.099)
C (4.044, -0.661, -1.138)
N (3.121, 0.258, -1.049)
C (3.165, 0.968, -2.231)
C (4.129, 0.473, -3.044)
N (4.692, -0.586, -2.346)
C (5.794, -1.388, -2.785)
N (7.088, -0.898, -2.349)
N (7.700, -1.467, -1.297)
N (8.781, -0.845, -1.029)
C (8.942, 0.154, -1.981)
C (9.964, 1.093, -2.146)
C (9.844, 1.975, -3.189)
C (8.726, 1.931, -4.060)
C (7.716, 1.021, -3.904)
C (7.849, 0.123, -2.832)
H (3.669, -1.535, 0.737)
H (5.375, -1.611, 0.262)
H (4.196, -2.698, -0.476)
H (2.480, 1.778, -2.426)
H (4.448, 0.738, -4.037)
H (5.790, -1.422, -3.874)
H (5.701, -2.400, -2.401)
H (10.808, 1.119, -1.469)
H (10.608, 2.723, -3.350)
H (8.668, 2.647, -4.870)
H (6.863, 1.010, -4.567)

Properties
Lowest unoccupied orbital energy ... 1.6 eV
HOMO-LUMO gap ... 3.072 eV
Total energy ... -1898.32352 a.u.
HOMO energy ... -0.054 Eh
Total charge ... -1
Energy relative to the best compared isomer or geometry (same formula, charge and spin) ... 0.2523 eV